No. 1
80
Properties=species:S:1:pos:R:3 method="wB97M-V/def2-TZVPD" lumo_energy_ev="2.305 / 2.292" gap_ev="6.75 / 6.94" total_charge=-1 s2=2.007 multiplicity=3 total_energy_ha=-4062.11672 relative_energy_kj_mol=0.00
Pt -0.0075 -0.0165 0.2637
C -4.9004 5.7137 -2.6280
C -3.5955 5.6778 -1.8320
C -3.8245 6.4189 -0.5058
C -2.5219 6.4239 -2.6390
C -3.1352 4.2441 -1.5540
C -1.9723 4.0131 -0.8446
C -1.5316 2.7202 -0.5975
Se -0.0226 2.4952 0.5595
C 1.5767 2.7303 -0.4661
C 2.0947 4.0146 -0.5638
C 3.3236 4.2417 -1.1547
C 4.0141 3.1105 -1.6082
C 3.5383 1.8084 -1.5155
C 2.2527 1.5834 -0.9333
O 1.7604 0.3765 -0.8623
C 4.3598 0.6154 -2.0284
C 5.6978 1.0537 -2.6335
C 4.6692 -0.3431 -0.8666
C 3.5837 -0.1348 -3.1249
C 3.8724 5.6667 -1.2701
C 5.2383 5.6965 -1.9565
C 4.0264 6.2830 0.1284
C 2.9056 6.5339 -2.0907
C -2.2298 1.5683 -1.0196
O -1.8206 0.3493 -0.7911
C -3.4482 1.8010 -1.7311
C -3.8466 3.1100 -1.9689
C -4.2815 0.6064 -2.2218
C -4.7300 -0.2479 -1.0248
C -3.4541 -0.2557 -3.1912
C -5.5439 1.0508 -2.9692
H -5.1881 6.7545 -2.8057
H -5.7165 5.2266 -2.0855
H -4.7922 5.2231 -3.6004
H -4.1724 7.4422 -0.6893
H -2.9054 6.4734 0.0835
H -4.5763 5.8991 0.0942
H -2.8335 7.4561 -2.8374
H -2.3499 5.9235 -3.5959
H -1.5698 6.4532 -2.1027
H -1.3740 4.8411 -0.4745
H 1.5070 4.8391 -0.1698
H 4.9830 3.2583 -2.0618
H 6.3361 1.5545 -1.8987
H 5.5597 1.7221 -3.4890
H 6.2298 0.1661 -2.9865
H 5.2364 0.1787 -0.0894
H 5.2743 -1.1840 -1.2256
H 3.7532 -0.7373 -0.4286
H 3.3794 0.5352 -3.9662
H 2.6364 -0.5160 -2.7457
H 4.1806 -0.9769 -3.4945
H 5.9835 5.1243 -1.3953
H 5.5885 6.7310 -2.0232
H 5.1869 5.2917 -2.9722
H 4.7018 5.6764 0.7379
H 3.0658 6.3381 0.6472
H 4.4355 7.2978 0.0609
H 2.7878 6.1232 -3.0973
H 3.2822 7.5602 -2.1756
H 1.9156 6.5722 -1.6284
H -4.7645 3.2618 -2.5170
H -3.8726 -0.6510 -0.4870
H -5.3493 -1.0830 -1.3732
H -5.3275 0.3559 -0.3343
H -2.5559 -0.6387 -2.7085
H -3.1578 0.3378 -4.0620
H -4.0539 -1.1040 -3.5424
H -6.2143 1.6342 -2.3303
H -6.0877 0.1611 -3.2980
H -5.3054 1.6433 -3.8580
N -0.0859 -0.5769 2.8096
N -0.0480 -1.9575 2.8419
C -0.0474 -2.7497 1.6715
O -0.0598 -3.9641 1.8671
O -0.0215 -2.1501 0.5322
H 0.7186 -0.1584 3.2519
H -0.9387 -0.1970 3.1946
H -0.1184 -2.4484 3.7119



No. 2
84
Properties=species:S:1:pos:R:3 method="wB97M-V/def2-TZVPD" lumo_energy_ev=-7.348 gap_ev=6.49 total_charge=+2 multiplicity=1 total_energy_ha=-3014.23591
Pb 0.5277 0.6391 -0.3622
C -5.2108 -4.3647 -2.3446
C -3.9385 -3.6070 -2.5939
C -2.7442 -3.9854 -1.9857
C -1.5763 -3.2730 -2.2087
C -1.6047 -2.1812 -3.0611
C -2.7729 -1.8007 -3.7089
C -3.9327 -2.5125 -3.4634
S -0.1259 -1.2375 -3.2638
O 0.9284 -1.9002 -2.5445
O 0.0643 -0.8300 -4.6173
N -0.3958 0.1123 -2.3270
C -0.9133 1.3291 -2.6159
C -1.5984 1.7318 -3.7752
C -2.1430 2.9939 -3.8054
C -1.9962 3.8596 -2.7134
C -1.2660 3.4302 -1.6365
N -0.7315 2.1989 -1.5958
H -5.0362 -5.2299 -1.7084
H -5.6394 -4.7043 -3.2878
H -5.9563 -3.7276 -1.8640
H -2.7239 -4.8588 -1.3460
H -0.6356 -3.5647 -1.7598
H -2.7655 -0.9897 -4.4242
H -4.8479 -2.2345 -3.9725
H -1.6545 1.0487 -4.6084
H -2.6872 3.3251 -4.6801
H -2.4269 4.8495 -2.7168
H -1.0790 4.0690 -0.7821
C -1.2494 2.1746 2.5235
Si 0.6341 2.1569 2.5568
C 1.3198 2.4260 4.2847
C 1.1897 3.5239 1.3710
C 1.3207 0.4442 1.9689
Si 3.2313 0.1854 1.9030
C 3.6961 -1.1242 0.6281
C 4.1565 1.7807 1.5444
C 3.6466 -0.3782 3.6582
Si 0.3309 -1.0967 2.5273
C 1.1222 -2.7231 2.0339
C 0.0754 -0.9737 4.3893
C -1.3793 -1.0864 1.6928
C -2.4660 -1.7207 2.2822
C -3.6928 -1.7245 1.6350
C -3.8023 -1.0966 0.4025
C -2.6758 -0.5066 -0.1387
N -1.5004 -0.5049 0.4942
H -1.6100 3.1136 2.9490
H -1.7094 1.3646 3.0918
H -1.6312 2.1140 1.4992
H 0.9263 3.3696 4.6704
H 2.4083 2.4948 4.2903
H 1.0195 1.6398 4.9774
H 0.6377 4.4400 1.5919
H 0.9812 3.2716 0.3249
H 2.2517 3.7548 1.4531
H 2.9298 -1.2707 -0.1369
H 3.8850 -2.0907 1.0960
H 4.6136 -0.8300 0.1148
H 3.8945 2.2073 0.5740
H 5.2262 1.5606 1.5263
H 3.9974 2.5445 2.3076
H 3.2296 -1.3563 3.9022
H 3.3205 0.3355 4.4154
H 4.7345 -0.4544 3.7270
H 2.0842 -2.8770 2.5256
H 1.2773 -2.7976 0.9551
H 0.4698 -3.5464 2.3323
H 1.0047 -0.7323 4.9063
H -0.2551 -1.9479 4.7568
H -0.6752 -0.2328 4.6665
H -2.3519 -2.2007 3.2459
H -4.5504 -2.2062 2.0861
H -4.7414 -1.0561 -0.1300
H -2.7149 -0.0131 -1.1018
N 4.0911 2.2358 -2.7243
C 4.1780 0.9211 -3.1088
C 3.1794 0.2732 -2.4534
N 2.4920 1.1866 -1.6786
C 3.0701 2.3611 -1.8681
H 4.6902 2.9830 -3.0376
H 4.9262 0.5634 -3.7937
H 2.8812 -0.7589 -2.5137
H 2.7645 3.2942 -1.4225



No. 3
86
Properties=species:S:1:pos:R:3 method="wB97M-V/def2-TZVPD" lumo_energy_ev=-11.590 gap_ev=3.93 total_charge=+3 multiplicity=1 total_energy_ha=-2705.60553
Pb 1.0753 -0.5097 -2.2037
S 3.6732 -0.7909 -1.3954
C 3.4476 -0.7514 0.2442
N 4.6331 -0.6228 0.9563
N 4.8527 -1.0336 2.1047
C 4.3113 -2.0404 2.8776
C 3.4809 -3.0481 2.3466
C 3.0837 -4.0633 3.1747
C 3.4873 -4.0763 4.5200
C 4.3046 -3.0725 5.0440
C 4.7396 -2.0623 4.2241
N 2.3020 -0.6987 0.9964
N 1.1979 -0.5155 0.3863
C 0.1103 -0.3144 1.1767
C -1.1352 -0.1126 0.5218
C -2.2538 0.1649 1.2627
C -2.1547 0.2368 2.6562
C -0.9329 0.0250 3.3168
C 0.1939 -0.2500 2.5977
H 5.6820 -0.5826 2.5105
H 3.2114 -3.0582 1.2980
H 2.4779 -4.8699 2.7848
H 3.1771 -4.8943 5.1586
H 4.6102 -3.0995 6.0817
H 5.3882 -1.2793 4.6063
H -1.2033 -0.1983 -0.5563
H -3.2049 0.3288 0.7744
H -3.0409 0.4637 3.2376
H -0.8845 0.0917 4.3955
H 1.1461 -0.3896 3.0861
C 0.7352 6.4248 3.0248
C -0.4359 5.8404 2.2476
N -0.0580 5.4257 0.8821
C -0.5065 6.2804 -0.2290
C 0.1204 7.6664 -0.2153
C 0.5657 4.2550 0.7496
O 0.7503 3.4497 1.6660
C 1.1013 3.8328 -0.6014
C 1.9613 4.5596 -1.4118
C 2.5007 3.9555 -2.5430
C 2.1963 2.6382 -2.8134
N 1.3878 1.9224 -2.0125
C 0.8542 2.5198 -0.9419
H 0.3987 6.7357 4.0145
H 1.1530 7.2953 2.5185
H 1.5185 5.6770 3.1499
H -1.2447 6.5632 2.1580
H -0.8081 4.9618 2.7691
H -1.5908 6.3743 -0.1540
H -0.2987 5.7804 -1.1703
H -0.1794 8.2297 0.6683
H -0.2125 8.2241 -1.0905
H 1.2112 7.6143 -0.2320
H 2.2199 5.5825 -1.1624
H 3.1644 4.4994 -3.2019
H 2.6124 2.1382 -3.6820
H 0.2157 1.9289 -0.2950
C -1.0320 -5.2065 -3.2875
N -1.8574 -4.0263 -3.5527
C -1.7816 -3.5679 -4.9478
P -2.1063 -2.9071 -2.3849
O -1.0344 -1.8405 -2.2354
N -3.5277 -2.2284 -2.8224
C -4.6331 -2.9448 -3.4678
C -3.9119 -0.9327 -2.2702
N -2.2273 -3.7311 -0.9670
C -1.2374 -3.6681 0.0929
C -3.3444 -4.6384 -0.7081
H -1.3653 -6.0296 -3.9186
H -1.1246 -5.5126 -2.2485
H 0.0253 -5.0226 -3.5100
H -2.1988 -4.3270 -5.6089
H -0.7446 -3.3920 -5.2511
H -2.3436 -2.6471 -5.0798
H -4.3291 -3.9462 -3.7532
H -4.9489 -2.4124 -4.3670
H -5.4954 -3.0068 -2.7999
H -3.0381 -0.4218 -1.8719
H -4.6605 -1.0413 -1.4777
H -4.3431 -0.3067 -3.0532
H -0.4057 -3.0379 -0.2139
H -0.8511 -4.6669 0.3246
H -1.6737 -3.2584 1.0124
H -4.1065 -4.5390 -1.4764
H -3.7985 -4.4113 0.2586
H -3.0129 -5.6802 -0.6912



No. 4
93
Properties=species:S:1:pos:R:3 method="wB97M-V/def2-TZVPD" lumo_energy_ev=1.631 gap_ev=3.11 total_charge=-1 multiplicity=1 total_energy_ha=-2710.90057
C 10.5669 -1.7401 -0.1596
C 9.6457 -0.9808 -1.2214
C 8.4442 -0.1726 -0.5229
O 8.5778 0.3770 0.5939
O 7.1378 -0.0599 -1.1969
C 6.2903 -0.9456 -0.4565
C 6.5146 -2.5218 -0.5630
O 5.3999 -0.5052 0.3047
H 10.4494 -2.8741 -0.2074
H 10.4565 -1.3319 0.8957
H 9.2144 -1.7663 -1.9522
H 10.2104 -0.2141 -1.8746
H 6.1329 -3.0374 0.3783
H 5.9355 -2.9515 -1.4559
H 7.6177 -2.8076 -0.7334
C 3.4611 2.0979 3.5633
C 2.7929 0.8705 2.9869
C 2.6409 0.9166 1.4975
O 1.5000 0.0880 1.2838
C 0.7498 0.1575 2.4155
O -0.3717 -0.2642 2.5063
O 1.4322 0.7716 3.4218
H 4.5000 2.1672 3.2379
H 2.9380 3.0010 3.2605
H 3.4355 2.0733 4.6570
H 3.3167 -0.0350 3.3119
H 3.5133 0.5196 0.9759
H 2.4182 1.9164 1.1119
C -3.6874 1.9196 1.4638
C -2.8018 3.0881 1.0884
C -1.4086 2.9932 1.6372
O -1.0300 4.3638 1.7367
C -2.1806 5.0745 1.9065
O -2.2203 6.2309 2.2210
O -3.2745 4.2965 1.6844
H -3.3378 0.9930 1.0019
H -3.7134 1.7837 2.5493
H -4.7137 2.1033 1.1481
H -2.7984 3.2267 0.0034
H -0.7332 2.4498 0.9742
H -1.3616 2.5491 2.6365
C -3.5491 -1.6989 -2.8168
C -3.7268 -0.2011 -2.9263
C -2.4727 0.5804 -2.6627
O -2.9861 1.8229 -2.1870
C -4.1956 1.5521 -1.6200
O -4.8196 2.3240 -0.9515
O -4.5985 0.2843 -1.9069
H -2.8929 -2.0773 -3.6032
H -3.1285 -1.9758 -1.8459
H -4.5163 -2.2030 -2.8928
H -4.1664 0.0566 -3.8962
H -1.8731 0.7267 -3.5622
H -1.8429 0.1445 -1.8807
C 0.7246 7.1203 3.4848
C 2.1716 6.7350 3.2754
C 2.8148 7.3833 2.0859
O 3.8235 6.4409 1.7355
C 3.3784 5.2228 2.1530
O 3.8793 4.1795 1.8515
O 2.2830 5.3491 2.9535
H 0.6321 8.1780 3.7419
H 0.1325 6.9230 2.5880
H 0.2829 6.5235 4.2865
H 2.7461 6.9191 4.1902
H 3.2557 8.3520 2.3263
H 2.1394 7.4998 1.2325
C -5.1575 -6.3826 -5.7242
C -3.7305 -6.3685 -5.2220
C -3.5963 -6.6978 -3.7635
O -2.3968 -6.0174 -3.4097
C -2.2811 -4.9616 -4.2625
O -1.4948 -4.0698 -4.1314
O -3.1824 -5.0531 -5.2806
H -5.5757 -7.3910 -5.6926
H -5.7914 -5.7208 -5.1277
H -5.2027 -6.0149 -6.7524
H -3.1064 -7.0214 -5.8421
H -3.5018 -7.7696 -3.5831
H -4.4120 -6.3027 -3.1497
C -2.6322 -2.8099 0.9574
C -4.1196 -2.6774 0.7166
C -4.9602 -2.9836 1.9211
O -6.1816 -3.4230 1.3332
C -5.8629 -3.9436 0.1147
O -6.6155 -4.5745 -0.5699
O -4.5746 -3.6552 -0.2189
H -2.2775 -2.0547 1.6627
H -2.3828 -3.8000 1.3489
H -2.0839 -2.6989 0.0184
H -4.3481 -1.6870 0.3065
H -5.1254 -2.1077 2.5501
H -4.5611 -3.7957 2.5370



No. 5
82
Properties=species:S:1:pos:R:3 method="wB97M-V/def2-TZVPD" lumo_energy_ev="3.700 / 3.613" gap_ev="0.99 / 4.67" total_charge=-2 s2=2.012 multiplicity=3 total_energy_ha=-4603.16977
Mo -1.5784 -1.1494 -0.7466
Cl 0.2723 0.3434 -0.6137
C -3.1372 -4.5953 0.2196
C -1.4655 -3.1824 -0.2983
N -2.7685 -3.5294 -0.5604
H -1.9328 -5.7774 1.6265
N -1.0171 -4.1266 0.5723
H -4.1124 -5.0472 0.1796
C -3.6479 -2.6732 -1.3478
C -4.8194 -3.5251 -1.8216
C -4.1061 -1.5172 -0.4774
H -5.4087 -3.8925 -0.9763
H -5.4815 -2.9106 -2.4389
H -4.4537 -4.3719 -2.4146
H -3.5850 -1.6055 -3.1625
H -2.5215 -2.9633 -3.1414
H -3.3375 -0.7436 -0.1461
C -2.8611 -2.1256 -2.5271
H -4.5811 -1.9121 0.4336
H -4.8768 -0.9693 -1.0371
H -1.9776 -1.3849 -2.4340
C -2.0388 -4.9671 0.9201
C 0.3677 -4.0448 2.5505
H -0.2511 -4.7557 3.1064
H 1.3929 -4.1323 2.9205
C 0.3511 -4.3259 1.0631
H 2.2654 -3.4981 0.6394
C 0.7705 -5.7751 0.8181
H 0.6969 -6.0256 -0.2490
H 0.0218 -3.0242 2.7475
H 0.9444 -2.3180 0.5184
H 0.1544 -6.4768 1.3948
H 1.8125 -5.8932 1.1478
C 1.2320 -3.3567 0.3085
H 1.1777 -3.5491 -0.7697
C 3.6504 5.8563 -1.4158
N 2.7050 4.8622 -1.4999
H 5.7504 5.6967 -0.7740
N 4.4922 3.9377 -0.7909
H 3.4615 6.8793 -1.6831
C 1.3486 5.0036 -2.0380
C 1.0794 6.4638 -2.3360
C 1.2540 4.1646 -3.3046
H 1.7526 6.8433 -3.1152
H 0.0545 6.5587 -2.7098
H 1.1663 7.0834 -1.4351
H -0.6164 4.5236 -1.3231
H 0.5212 5.0299 -0.0574
H 1.4898 3.1151 -3.0977
C 0.4185 4.4446 -0.9778
H 1.9335 4.5550 -4.0711
H 0.2340 4.2288 -3.6975
H 0.6526 3.3938 -0.7789
C 4.7874 5.2771 -0.9673
C 5.6447 1.9561 -1.5847
H 6.1251 2.4741 -2.4226
H 6.3095 1.1428 -1.2739
C 5.4601 2.9050 -0.4093
H 5.5147 1.3477 1.0573
C 6.7835 3.5538 -0.0514
H 6.6768 4.2575 0.7835
H 4.6912 1.5293 -1.9115
H 3.8645 1.7753 0.5061
H 7.2270 4.0631 -0.9172
H 7.4750 2.7625 0.2601
C 4.8516 2.1684 0.7677
H 4.7648 2.8529 1.6181
C 3.2008 3.6796 -1.0917
Br -2.8763 -3.5611 4.3711
C -3.8536 -2.0842 3.6830
C -5.2518 -2.1233 3.6857
C -5.9746 -1.0298 3.1901
C -5.2962 0.1005 2.7190
C -3.9011 0.1360 2.7365
C -3.1723 -0.9747 3.1623
C -1.6554 -0.9851 3.0811
O -1.0812 -0.6450 4.1290
O -1.1329 -1.3464 1.9780
H -5.7654 -2.9969 4.0744
H -7.0663 -1.0585 3.1799
H -5.8467 0.9668 2.3422
H -3.3505 1.0178 2.4062